Density functional theory data (ωB97M-V with the def2-TZVPD basis set) for a molecular structure, C6H15N3 in a non-equilibrium geometry.

```
24
C6H15N3 (ωB97M-V with the def2-TZVPD basis set)
C 0.46949 0.27493 -0.42020
C -1.71518 -1.48438 -0.18455
C 1.95852 0.02185 -0.37806
C -0.08372 0.61962 -1.78654
N -0.37120 -1.11782 0.22188
C -0.16327 0.74598 0.75122
N 0.43837 -2.16820 0.67941
N 0.57878 2.53142 0.14492
C -0.64694 0.87945 1.96199
H 0.05452 -2.56159 1.53599
H 0.50337 -2.90723 -0.02113
H 0.94246 2.92278 1.01396
H -0.26780 3.04611 -0.09418
H -1.70291 -2.18933 -1.02859
H -2.25234 -1.95781 0.64654
H -2.26418 -0.59034 -0.47468
H 2.28642 -0.25902 0.61812
H -1.11637 0.96048 -1.74220
H 2.45503 0.94800 -0.66133
H 2.20410 -0.77523 -1.08066
H 0.50715 1.43838 -2.19192
H -0.01534 -0.26016 -2.42839
H -1.05529 0.03112 2.49605
H -0.74369 1.85099 2.42236
```

The calculation puts the energy above the lowest of the compared OMol25 structures with the same formula, charge and spin at 603.2 kJ/mol. The value obtained for the total energy is -10929.658 eV.